Entry from the OMol25 dataset: a cluster of 4 separate species, C14H35N4O6S in total (ωB97M-V/def2-TZVPD).

Values from the calculation:
LUMO level, hartree: -0.111
Total charge: +1
Relative energy (zero: lowest compared OMol25 entry of this formula, charge and spin), kcal per mole: 6.9

XYZ file:
```
60
Properties=species:S:1:pos:R:3:lowdin_charge:R:1
C 0.585 1.719 -2.736 -0.048
O 1.384 2.411 -1.772 -0.163
C 2.393 1.657 -1.194 -0.137
C 1.951 1.255 0.195 -0.234
N 0.677 0.955 0.364 0.236
C 0.600 0.670 1.677 -0.354
N -0.547 0.309 2.273 0.026
S -2.060 0.215 1.488 0.620
C -1.868 -0.579 -0.081 -0.123
O -2.537 1.546 1.333 -0.262
O -2.848 -0.618 2.333 -0.269
N 1.776 0.798 2.284 0.190
N 2.656 1.166 1.313 0.172
H -0.450 1.708 -2.414 0.088
H 0.639 2.261 -3.671 0.096
H 0.886 0.687 -2.884 0.065
H 3.290 2.272 -1.157 0.141
H 2.650 0.757 -1.749 0.138
H -0.541 0.129 3.268 0.151
H -2.361 0.066 -0.794 0.080
H -2.349 -1.544 -0.050 0.072
H -0.842 -0.696 -0.405 0.038
H 2.016 0.666 3.253 0.201
H 3.639 1.335 1.450 0.200
C -1.031 6.181 1.141 -0.052
C 0.001 5.179 1.630 -0.483
C 0.307 4.130 0.576 -0.061
O -0.459 4.533 2.822 -0.057
H -1.972 5.676 0.907 0.086
H -1.241 6.919 1.914 0.084
H -0.686 6.702 0.247 0.084
H 0.918 5.704 1.902 0.139
H -0.594 3.562 0.328 0.083
H 1.043 3.418 0.946 0.051
H 0.691 4.584 -0.337 0.088
H -1.277 4.071 2.605 0.078
C -0.300 -2.332 -4.911 -0.050
C 0.250 -2.216 -3.499 -0.487
C 0.411 -3.578 -2.847 -0.050
O -0.612 -1.385 -2.705 -0.088
H -1.289 -2.799 -4.898 0.088
H -0.411 -1.347 -5.363 0.082
H 0.355 -2.933 -5.541 0.087
H 1.215 -1.707 -3.525 0.130
H -0.556 -4.083 -2.772 0.090
H 0.805 -3.477 -1.836 0.058
H 1.086 -4.213 -3.421 0.089
H -1.473 -1.816 -2.677 0.088
C 0.059 -4.113 1.000 -0.060
C 0.164 -3.980 2.509 -0.478
C -1.101 -4.455 3.204 -0.048
O 0.431 -2.614 2.859 -0.075
H -0.766 -3.502 0.618 0.070
H 0.975 -3.763 0.521 0.071
H -0.114 -5.147 0.703 0.091
H 1.017 -4.554 2.867 0.141
H -1.960 -3.854 2.890 0.082
H -1.007 -4.348 4.285 0.085
H -1.308 -5.500 2.975 0.087
H -0.313 -2.085 2.559 0.036
```

---

Entry from the OMol25 dataset: a cluster of 3 separate species, C18H36BIN4O4 in total (ωB97M-V/def2-TZVPD).

Values from the calculation:
LUMO level, hartree: -0.006
Structure (SMILES): N#C[C@@H](CC(=O)I)[C@@H](C#N)OB(O)O.CCN(CC)CC.CCN(CC)CC

XYZ file:
```
64
Properties=species:S:1:pos:R:3:lowdin_charge:R:1
N 0.245 3.878 2.856 0.157
C 1.383 3.658 2.497 -0.186
C 2.900 3.177 2.333 -0.191
C 2.868 1.752 1.576 -0.125
C 2.829 0.619 2.755 -0.758
O 3.896 -0.021 3.003 -0.063
I 1.021 0.246 3.899 0.814
C 3.769 4.319 1.591 -0.206
C 2.746 5.530 1.210 -0.115
N 2.045 6.485 0.962 0.165
O 4.904 4.758 2.364 0.067
B 4.540 5.708 3.396 -0.590
O 4.208 5.187 4.732 0.081
O 4.514 7.146 3.252 0.113
H 3.392 2.985 3.367 0.166
H 1.881 1.586 0.987 0.118
H 3.804 1.544 0.955 0.134
H 4.189 3.970 0.567 0.176
H 5.081 5.246 5.207 0.124
H 3.552 7.377 3.352 0.124
C -3.684 -0.512 -0.283 -0.089
C -3.034 0.867 -0.312 -0.265
N -1.697 0.876 -0.896 -0.186
C -0.972 2.123 -0.662 -0.260
C -1.532 3.398 -1.288 -0.082
C -1.578 0.330 -2.245 -0.258
C -2.425 0.965 -3.346 -0.080
H -3.042 -1.240 0.223 0.065
H -4.630 -0.465 0.262 0.075
H -3.905 -0.881 -1.288 0.067
H -2.966 1.207 0.727 0.120
H -3.708 1.564 -0.826 0.099
H 0.070 2.002 -0.981 0.103
H -0.913 2.277 0.423 0.095
H -1.349 3.434 -2.363 0.056
H -1.033 4.269 -0.852 0.071
H -2.603 3.515 -1.109 0.070
H -1.823 -0.738 -2.205 0.085
H -0.527 0.349 -2.555 0.112
H -3.458 1.135 -3.037 0.070
H -2.453 0.301 -4.216 0.074
H -2.003 1.911 -3.686 0.055
C -2.605 -5.447 0.427 -0.090
C -1.968 -4.441 -0.526 -0.269
N -0.556 -4.188 -0.259 -0.189
C -0.030 -3.028 -0.974 -0.245
C 0.006 -3.095 -2.499 -0.090
C 0.318 -5.358 -0.241 -0.249
C 0.369 -6.225 -1.497 -0.089
H -2.463 -5.148 1.469 0.080
H -3.680 -5.506 0.239 0.073
H -2.196 -6.452 0.293 0.064
H -2.521 -3.503 -0.412 0.101
H -2.132 -4.778 -1.557 0.099
H 0.977 -2.800 -0.607 0.113
H -0.632 -2.156 -0.688 0.094
H 0.808 -3.742 -2.856 0.056
H 0.201 -2.096 -2.904 0.059
H -0.939 -3.437 -2.925 0.070
H 0.018 -5.996 0.598 0.101
H 1.337 -5.047 0.014 0.115
H -0.622 -6.431 -1.907 0.068
H 0.825 -7.191 -1.257 0.072
H 0.982 -5.772 -2.277 0.053
```

---

Calculated values (eV Å⁻¹) of maximum force for the records, taken in order: 2.1 6.6.
Calculated values (eV) of orbital gap for the records, taken in order: 9.44 7.93.